Here is C21H20BrF6MnN6O6SSb as an isolated structure from OMol25. Energies are from wB97M-V/def2-TZVPD.

Its lowest unoccupied orbital energy (spin up / spin down) is -3.805 / -3.807 eV. The value obtained for the total energy is -6554.8287 Eh. The spin multiplicity is 1. As for the charge: +1. The calculation puts the HOMO energy (spin up / spin down) at -10.809 / -10.809 eV. The calculation puts the HOMO-LUMO gap (spin up / spin down) at 0.2574 / 0.2573 Ha.

```
63
Properties=species:S:1:pos:R:3:forces:R:3
Mn -0.41291 0.41139 -0.75799 -1.2140 -1.7969 0.9115
O 5.60541 1.81472 -0.61895 -0.1309 -0.0384 -0.0129
C 4.31817 1.45351 -0.64140 0.1887 0.1432 -0.0339
C 3.84345 0.25534 -0.12312 -0.0722 -0.0541 -0.0057
C 2.49863 -0.01890 -0.21015 -0.0114 -0.0878 0.0655
N 1.62235 0.81833 -0.78956 -0.0770 0.6229 -0.2824
C 2.10231 1.98039 -1.24887 -0.0796 -0.2002 0.0454
Br 0.82236 3.16683 -1.98127 0.2915 0.1167 -0.1219
C 3.41811 2.35681 -1.21295 -0.0586 -0.0877 0.0287
H 6.14691 1.12040 -0.22518 0.0684 -0.0122 0.0223
H 4.50072 -0.47017 0.33733 0.0003 -0.0056 -0.0054
H 2.10018 -0.94150 0.18881 0.0692 0.1209 -0.0596
H 3.75350 3.30542 -1.60245 0.0110 0.0005 0.0009
N -3.55670 3.28079 -0.72756 -0.0891 -0.0992 -0.0270
C -2.24741 3.06254 -0.65522 0.0787 -0.0143 0.0009
N -2.03067 1.77181 -0.83576 0.6022 0.0269 0.0535
C -3.27464 1.25281 -0.99004 -0.2252 -0.3198 -0.0829
N -4.23993 2.13171 -0.93478 0.1947 0.1661 -0.0090
C -3.37794 -0.19768 -1.06294 0.0343 0.1787 0.0330
C -4.52190 -0.91632 -1.34005 -0.0682 -0.1336 0.0048
N -4.51741 -2.24857 -1.32005 0.1015 0.1507 0.0236
C -3.37127 -2.83046 -0.99761 -0.0125 -0.1333 0.0042
C -2.20640 -2.11728 -0.71535 -0.0881 0.0653 0.0819
N -2.21813 -0.79229 -0.76487 0.2713 0.1093 -0.3524
H -4.05215 4.15210 -0.63289 -0.0281 0.0353 0.0069
H -1.51179 3.82505 -0.46814 0.0075 -0.0173 0.0173
H -5.44682 -0.40820 -1.58162 -0.0121 -0.0183 0.0079
H -3.35187 -3.91227 -0.96005 -0.0101 0.0030 -0.0084
H -1.29322 -2.61495 -0.43126 0.0268 0.0084 -0.0330
O -0.22548 -0.77446 0.87727 -0.0019 0.3384 -0.4306
C -0.16765 0.24942 1.62910 0.0545 0.4665 -0.6980
O -0.21257 1.33998 0.95423 -0.0618 0.2448 0.6352
C -0.05894 0.20200 3.07299 0.0069 -0.0556 0.0949
C -0.01865 -1.04218 3.69389 0.0309 0.0222 0.1333
C 0.07413 -1.14414 5.08273 -0.0076 0.0013 -0.1566
C 0.12071 0.03828 5.78034 0.0052 -0.1229 0.1484
O 0.20836 0.19667 7.12000 0.0028 0.1439 -0.0394
C 0.21079 1.61220 7.36670 0.0081 -0.0667 -0.0955
O 0.15287 2.26836 6.09485 0.0007 -0.0895 0.0724
C 0.08515 1.28126 5.15824 -0.0186 0.1353 -0.0298
C -0.00612 1.40745 3.80400 0.0162 -0.0870 -0.0271
H -0.05356 -1.93682 3.08692 -0.0105 0.0055 -0.0165
H 0.10735 -2.09915 5.58579 0.0026 0.0022 0.0090
H 1.13594 1.88401 7.87330 -0.0198 0.0083 0.0211
H -0.67030 1.87329 7.95248 0.0165 0.0100 0.0134
H -0.03190 2.36962 3.31391 -0.0089 -0.0036 -0.0164
F 0.69236 -1.82864 -1.34371 -0.0548 0.2526 -0.1974
Sb 1.47001 -3.61187 -1.30246 0.1312 -0.2807 0.1779
F 2.23560 -5.30997 -1.31665 -0.0438 -0.0118 0.0543
F 2.59098 -3.00687 0.09115 0.1029 0.0638 0.0264
F 0.16329 -4.03018 -0.01020 -0.0872 -0.1056 0.0608
F 2.67833 -2.95928 -2.58992 0.0699 0.1338 -0.1417
F 0.23819 -4.04559 -2.66293 -0.0855 0.0102 -0.0968
C -0.16839 1.10076 -5.04966 -0.0990 0.0436 -0.1430
S 0.48523 0.09140 -3.74683 -0.0810 0.0064 0.5558
C 0.36060 -1.48813 -4.53572 -0.1142 -0.0356 -0.0559
O -0.67105 0.12139 -2.69757 0.4565 0.2752 -0.0758
H -1.09758 0.66417 -5.41269 -0.0065 0.0292 -0.0007
H 0.57795 1.14551 -5.84255 -0.0243 0.0089 -0.0156
H -0.33951 2.09467 -4.64484 0.0300 0.0054 -0.0024
H 0.96399 -1.43117 -5.44242 -0.0103 -0.0382 -0.0034
H -0.68753 -1.67686 -4.76500 0.0152 -0.0279 -0.0348
H 0.75652 -2.24645 -3.87079 0.0164 -0.0116 0.0004
```
Forces are in eV/Å.

Atom charges from the natural (NBO) analysis, given in e for atoms 1 to 4: atom 1 (Mn): 1.3369, atom 2 (O): -0.6206, atom 3 (C): 0.3860, atom 4 (C): -0.2780